{
  "formula": "C18H13FINO3S5Ta",
  "method": "ωB97M-V/def2-TZVPD",
  "homo_lumo_gap_ev": [6.0, 6.0],
  "total_charge": 1,
  "e_lumo_ev": [-4.5930, -4.5904],
  "e_homo_ev": [-10.57, -10.57],
  "elements": ["Ta", "S", "C", "S", "C", "C", "S", "S", "S", "C", "C", "C", "C", "C", "C", "C", "F", "C", "C", "C", "O", "C", "C", "N", "C", "C", "O", "O", "H", "H", "H", "H", "H", "H", "H", "H", "H", "H", "H", "I", "C", "H", "H"],
  "positions_angstrom": [[-2.02773, 3.26090, -0.14658], [-6.65673, -1.87900, -0.40888], [-5.72283, -0.59070, -0.08368], [-4.30553, -0.65510, 0.94752], [-3.88013, 1.02800, 0.79632], [-4.70343, 1.81040, 0.02362], [-4.47943, 3.51130, -0.21178], [-6.06373, 1.01550, -0.71198], [-2.49453, 1.62700, 1.62702], [-0.13073, -3.48440, 0.57822], [1.06757, -2.94750, -0.20578], [2.34667, -3.29760, 0.54472], [3.55117, -2.60880, -0.07838], [3.33397, -1.13340, 0.01712], [4.37157, -0.26100, 0.25872], [4.12717, 1.10840, 0.34692], [5.14707, 1.92900, 0.58512], [2.86617, 1.62840, 0.18282], [1.80107, 0.75930, -0.08128], [0.48067, 1.30970, -0.32718], [0.23077, 2.51860, -0.05208], [-0.45663, 0.37590, -0.86168], [-0.18023, -0.97830, -0.82278], [0.96447, -1.48710, -0.39418], [2.02527, -0.63630, -0.14158], [-1.79453, 0.78120, -1.35058], [-2.71323, 0.01110, -1.50498], [-1.94713, 2.07210, -1.51378], [0.07367, -4.50860, 0.88202], [-1.05293, -3.49240, 0.00502], [-0.27543, -2.89280, 1.47822], [1.08957, -3.40570, -1.20018], [2.46727, -4.38020, 0.53942], [2.25067, -2.97100, 1.58182], [3.66287, -2.90740, -1.12318], [4.46487, -2.89360, 0.43812], [5.37817, -0.63060, 0.37302], [2.69487, 2.69210, 0.22812], [-0.96103, -1.65890, -1.13148], [-1.65363, 5.34710, 1.94252], [-1.15163, 5.30740, -0.16038], [-0.07583, 5.46470, -0.23598], [-1.66833, 6.14220, -0.62808]],
  "forces_ev_per_angstrom": [[-0.575, 1.076, 2.934], [0.226, 0.240, 0.080], [-0.214, -0.153, -0.070], [-0.296, 0.183, -0.119], [-0.299, 0.228, -0.183], [0.269, -0.198, 0.198], [1.050, 0.509, -0.054], [0.253, -0.282, 0.101], [0.591, 0.892, -0.202], [0.073, 0.089, -0.149], [0.008, -0.923, 0.215], [0.100, 0.112, -0.284], [-0.078, -0.170, 0.133], [0.028, 0.052, -0.002], [-0.279, 0.104, -0.028], [-0.524, 0.016, -0.087], [0.134, 0.051, 0.022], [0.341, -0.132, 0.051], [0.128, -0.202, 0.011], [-0.002, -0.749, -0.087], [-1.321, 0.808, -0.081], [0.122, 0.337, -0.095], [-0.176, 0.295, 0.017], [-0.373, 0.175, -0.299], [0.490, 0.921, 0.158], [-0.160, -3.536, 0.419], [0.779, 0.449, -0.516], [-0.109, 0.858, -2.138], [0.011, -0.052, -0.043], [-0.092, 0.026, -0.035], [-0.054, 0.075, 0.141], [0.082, 0.072, 0.039], [-0.076, 0.018, 0.000], [-0.030, -0.072, 0.096], [0.002, -0.030, -0.058], [0.071, 0.026, -0.002], [0.134, -0.029, 0.031], [-0.006, 0.064, 0.031], [0.012, -0.097, 0.072], [0.117, -0.221, -0.248], [-0.089, -0.484, 0.079], [-0.077, -0.237, -0.003], [-0.185, -0.108, -0.042]]
}

---

{
  "formula": "C18H13N2PtS2",
  "method": "ωB97M-V/def2-TZVPD",
  "homo_lumo_gap_ev": 5.8,
  "total_charge": 1,
  "e_lumo_ev": -6.0349,
  "relative_energy_kj_mol": 37.8,
  "e_homo_ev": -11.88,
  "elements": ["Pt", "S", "C", "C", "C", "C", "C", "C", "S", "H", "H", "H", "H", "C", "C", "C", "C", "C", "C", "N", "N", "C", "C", "C", "C", "C", "C", "H", "H", "H", "H", "H", "H", "H", "H", "H"],
  "positions_angstrom": [[-0.00022, 0.66220, -0.92103], [1.46086, -0.88855, -1.56455], [0.69010, -2.38317, -2.01520], [1.40982, -3.52667, -2.36651], [0.70097, -4.65778, -2.70996], [-0.69942, -4.65798, -2.71008], [-1.40863, -3.52706, -2.36673], [-0.68928, -2.38337, -2.01529], [-1.46057, -0.88905, -1.56463], [2.49204, -3.52281, -2.35910], [1.23283, -5.56077, -2.97621], [-1.23097, -5.56111, -2.97645], [-2.49086, -3.52353, -2.35949], [-0.00022, -1.48414, 4.25981], [-0.00047, -0.11668, 4.51528], [-0.00037, 0.79001, 3.47475], [-0.00014, 0.31611, 2.16198], [0.00009, -1.04687, 1.89613], [0.00003, -1.94369, 2.95345], [-0.00006, 1.25788, 1.07921], [-0.00036, 2.46826, 1.34853], [-0.00049, 3.29607, 0.22847], [-0.00043, 4.66823, 0.38663], [-0.00039, 5.46369, -0.75884], [-0.00037, 4.88290, -2.01424], [-0.00046, 3.49000, -2.16377], [-0.00058, 2.68854, -1.04440], [-0.00027, -2.18679, 5.08186], [-0.00068, 0.24556, 5.53407], [-0.00053, 1.85120, 3.67054], [0.00029, -1.42283, 0.88401], [0.00019, -3.00506, 2.74752], [-0.00039, 5.10178, 1.37719], [-0.00034, 6.54053, -0.66323], [-0.00026, 5.51090, -2.89500], [-0.00050, 3.05404, -3.15474]],
  "forces_ev_per_angstrom": [[0.001, -0.410, 0.199], [-0.037, 0.103, 0.163], [-0.006, 0.119, -0.134], [-0.005, -0.074, -0.045], [0.069, 0.024, 0.018], [-0.069, 0.024, 0.018], [0.005, -0.075, -0.045], [0.006, 0.118, -0.134], [0.036, 0.103, 0.163], [0.000, 0.001, -0.011], [0.009, 0.006, -0.001], [-0.009, 0.006, -0.001], [0.000, 0.001, -0.011], [-0.001, 0.006, -0.013], [0.000, 0.016, 0.006], [0.000, -0.019, 0.036], [0.001, 0.047, 0.027], [0.000, -0.024, -0.012], [0.000, -0.009, -0.002], [-0.001, 0.173, -0.082], [0.000, -0.044, 0.035], [0.000, 0.032, -0.043], [0.000, 0.004, -0.032], [0.000, 0.000, -0.001], [0.000, 0.016, 0.001], [-0.001, -0.042, -0.050], [0.001, -0.117, -0.048], [0.000, -0.003, -0.001], [0.000, -0.003, 0.000], [0.000, 0.004, -0.016], [0.000, 0.040, 0.007], [0.000, -0.001, 0.003], [0.000, -0.011, 0.006], [0.000, -0.001, 0.003], [0.000, -0.006, -0.004], [0.000, -0.003, 0.002]]
}

---

{
  "formula": "C18H14Cl28N2O7P2S",
  "method": "ωB97M-V/def2-TZVPD",
  "homo_lumo_gap_ev": 7.8,
  "smiles": "NP(O)c1c2c(c(CCCO)c(S)c1P(=O)(O)O)C(=O)NC2=O.ClC(Cl)(Cl)Cl.ClC(Cl)(Cl)Cl.ClC(Cl)(Cl)Cl.ClC(Cl)(Cl)Cl.ClC(Cl)(Cl)Cl.ClC(Cl)(Cl)Cl.ClC(Cl)(Cl)Cl",
  "e_lumo_ev": -0.9838,
  "e_homo_ev": -8.77,
  "elements": ["N", "P", "O", "C", "C", "C", "C", "C", "C", "C", "O", "C", "S", "C", "P", "O", "O", "O", "C", "O", "N", "C", "O", "H", "H", "H", "H", "H", "H", "H", "H", "H", "H", "H", "H", "H", "H", "C", "Cl", "Cl", "Cl", "Cl", "C", "Cl", "Cl", "Cl", "Cl", "C", "Cl", "Cl", "Cl", "Cl", "C", "Cl", "Cl", "Cl", "Cl", "C", "Cl", "Cl", "Cl", "Cl", "C", "Cl", "Cl", "Cl", "Cl", "C", "Cl", "Cl", "Cl", "Cl"],
  "positions_angstrom": [[-0.39203, 2.17882, 3.96438], [1.02093, 3.05156, 3.53502], [2.20765, 2.10794, 4.11108], [1.06220, 2.63187, 1.67821], [1.55858, 1.44259, 1.18268], [1.58023, 1.14400, -0.16169], [1.07071, 2.00333, -1.12343], [1.07676, 1.60930, -2.58326], [0.24359, 0.34635, -2.86574], [-0.88900, 0.54240, -3.85184], [-0.50485, 1.14294, -5.08445], [0.58258, 3.22527, -0.64654], [0.02149, 4.35205, -1.90289], [0.58754, 3.55222, 0.72428], [-0.05031, 5.10478, 1.45354], [-1.19208, 4.78483, 2.30997], [-0.39357, 6.19909, 0.36367], [1.14490, 5.80406, 2.19311], [2.27032, -0.18893, -0.30596], [2.26898, -0.96002, -1.22231], [2.93026, -0.47522, 0.95092], [2.12457, 0.25361, 1.90235], [1.89630, -0.15336, 3.00845], [-1.11886, 2.46023, 3.30761], [-0.26954, 1.17352, 3.83275], [1.91026, 1.22311, 4.37031], [2.11384, 1.47011, -2.88802], [0.67226, 2.38131, -3.22516], [-0.18171, -0.01922, -1.93837], [0.89376, -0.44816, -3.22247], [-1.31767, -0.44439, -4.04652], [-1.67732, 1.15998, -3.42319], [0.22364, 0.61504, -5.43668], [-1.18899, 4.64485, -1.43498], [-1.36113, 6.25915, 0.31734], [1.94370, 5.87999, 1.65113], [3.88959, -0.14308, 0.89804], [-1.72721, -2.46359, 0.65639], [-3.07614, -1.34738, 0.41897], [-1.09018, -2.96385, -0.90156], [-0.45431, -1.66383, 1.59637], [-2.28210, -3.87998, 1.53973], [1.26844, 5.45430, -5.78615], [-0.11040, 6.55552, -5.86567], [2.06972, 5.40108, -7.35871], [2.41013, 6.03749, -4.56696], [0.70735, 3.84361, -5.34944], [-0.13109, 2.80760, 8.50434], [0.78778, 2.66212, 7.01036], [-0.32056, 1.21069, 9.23979], [0.72304, 3.86965, 9.62891], [-1.72197, 3.48350, 8.15174], [0.12940, -7.27650, -0.63348], [0.65118, -7.82356, 0.95852], [-1.63497, -7.16770, -0.66610], [0.82428, -5.69811, -0.97115], [0.66197, -8.43709, -1.86460], [-3.13488, -4.95504, 5.71439], [-3.22629, -6.21631, 4.47726], [-2.21838, -5.55497, 7.09676], [-2.33076, -3.54093, 5.03673], [-4.76489, -4.51988, 6.22979], [-4.78307, -3.66242, -3.37349], [-4.53827, -2.12710, -2.53483], [-3.59391, -4.83770, -2.80556], [-6.40854, -4.26155, -3.04123], [-4.58244, -3.41711, -5.10972], [3.42798, -5.08670, -4.36624], [3.22154, -4.65642, -6.06776], [2.91127, -3.73588, -3.34929], [2.45070, -6.50480, -3.98797], [5.12801, -5.43909, -4.05153]],
  "forces_ev_per_angstrom": [[0.189, -0.428, -0.404], [-0.273, 0.446, -0.172], [-0.092, 0.210, 0.632], [-0.184, 0.157, 0.364], [-0.053, -0.313, 0.474], [0.200, -0.369, -0.268], [0.051, -0.215, -0.361], [-0.149, -0.164, 0.049], [0.321, -0.025, -0.105], [-0.216, -0.254, 0.045], [0.307, -0.025, 0.194], [-0.405, 0.304, 0.015], [0.121, 0.114, -0.472], [0.331, 0.145, -0.094], [-0.291, -0.329, 0.139], [-0.248, -0.174, 0.276], [-0.509, 0.086, -0.284], [0.831, 0.097, -0.033], [0.155, -0.154, -0.357], [0.254, 0.410, -0.019], [-0.883, 0.022, -0.228], [0.500, 0.238, 0.124], [0.047, -0.176, -0.264], [-0.224, 0.216, 0.364], [-0.043, 0.043, 0.012], [0.244, -0.044, -0.315], [0.070, -0.114, -0.028], [0.137, 0.273, 0.235], [-0.186, -0.240, 0.194], [0.064, -0.114, -0.052], [-0.193, -0.028, 0.001], [0.011, 0.196, -0.111], [-0.125, 0.090, -0.090], [-0.095, -0.052, 0.270], [0.159, 0.199, -0.135], [-0.051, 0.119, 0.173], [0.122, -0.343, 0.308], [-0.014, -0.007, 0.064], [0.055, 0.112, 0.138], [0.041, 0.193, -0.165], [-0.011, 0.000, -0.008], [-0.062, -0.096, -0.003], [0.025, -0.028, 0.054], [-0.031, 0.032, 0.004], [0.014, 0.004, -0.030], [0.031, 0.016, 0.026], [-0.044, 0.025, -0.266], [-0.007, -0.014, -0.014], [0.098, 0.018, 0.096], [-0.004, -0.028, 0.013], [0.018, 0.023, 0.024], [-0.042, 0.016, -0.002], [0.007, -0.050, -0.063], [0.012, -0.036, 0.034], [-0.054, 0.022, -0.008], [0.091, -0.033, 0.042], [-0.060, -0.028, 0.101], [0.004, -0.002, -0.034], [-0.005, -0.037, -0.030], [0.017, -0.014, 0.024], [0.036, 0.075, 0.080], [-0.031, 0.006, 0.009], [0.018, 0.018, -0.013], [-0.017, -0.037, -0.069], [0.014, -0.032, 0.015], [-0.028, -0.008, -0.001], [-0.005, -0.007, -0.044], [-0.045, 0.029, 0.025], [-0.008, 0.004, -0.012], [0.002, 0.061, 0.030], [0.055, 0.008, -0.094], [0.037, -0.009, 0.003]]
}

---

no.,E_tot (Eh),F_max (eV/A)
1,-3419.60473,3.56
2,-1718.63052,0.46
3,-15296.80685,0.91